10 unconnected molecules or ions with the total composition C46H52N9O18 at a distorted geometry, computed with ωB97M-V/def2-TZVPD.

Structure (XYZ):
```
125
Properties=species:S:1:pos:R:3:lowdin_charge:R:1
C 0.31332 0.59946 -0.17189 -0.77
O -0.70731 -0.19995 -0.47910 -0.15
O 1.20922 0.95454 -1.10883 0.08
O 0.47601 0.89022 1.00939 -0.02
H 0.83564 0.56614 -1.85829 0.05
C -1.59296 -3.97244 0.98713 -0.09
C -2.26250 -2.58504 1.13674 0.00
C -3.74304 -2.68528 1.29627 0.07
C -4.44388 -4.15804 1.22933 -0.09
C -3.69323 -5.36225 1.14527 -0.02
C -2.20204 -5.22374 1.17598 -0.09
N -5.94128 -4.07308 1.08672 -0.31
O -6.54028 -5.16192 0.98637 0.04
O -6.52774 -2.93257 1.12401 0.02
H -0.55498 -3.79928 1.05085 0.04
H -1.60864 -1.68323 1.08610 0.07
H -4.46414 -1.92688 1.23354 0.03
H -4.22484 -6.40869 1.05313 0.14
H -1.43087 -6.12623 1.24674 0.13
C -2.75654 1.48774 4.33069 -0.06
C -1.60273 1.53342 3.29539 0.03
C -0.55473 2.68017 3.50653 0.08
C -0.72206 3.71837 4.60614 -0.11
C -1.99878 3.63976 5.45777 0.03
C -2.95426 2.48713 5.29444 -0.11
N 0.29032 4.73546 4.73523 -0.34
O 1.17424 4.89304 3.79640 0.02
O 0.35627 5.24200 5.84158 0.06
H -3.47912 0.83476 4.59302 0.04
H -1.33692 0.65114 2.75634 0.05
H 0.23881 2.74640 2.81655 0.04
H -2.11214 4.49617 6.21358 0.11
H -3.89707 2.63201 5.91133 0.11
C 3.38400 2.25266 1.90955 -0.08
C 4.30704 2.09815 0.72046 -0.02
C 5.74288 1.98962 0.85351 0.00
C 6.38687 2.02625 2.24064 -0.08
C 5.49241 2.17361 3.42469 0.04
C 3.95768 2.28297 3.16474 -0.06
N 7.93081 1.96453 2.22267 -0.30
O 8.71414 1.95788 1.19974 0.02
O 8.26476 1.80259 3.40226 0.04
H 2.37905 2.25386 1.83756 0.02
H 3.91167 2.25837 -0.30980 0.08
H 6.40070 2.03452 0.01738 0.07
H 6.00699 2.09931 4.35331 0.07
H 3.12198 2.37889 4.12113 0.17
C 5.63241 2.86878 -3.90043 -0.10
C 4.28240 3.16393 -3.21704 0.03
C 3.07816 2.36958 -3.84357 0.03
C 3.27036 1.18668 -4.68329 -0.10
C 4.82808 0.91693 -5.18443 0.10
C 5.93698 1.78911 -4.68951 -0.11
N 2.25690 0.19023 -4.84563 -0.35
O 1.06207 0.33227 -4.52420 0.05
O 2.74663 -0.89168 -5.20382 0.04
H 6.50119 3.39973 -3.61836 0.07
H 4.08786 4.06654 -2.63094 0.08
H 2.02204 2.53389 -3.39946 0.11
H 4.88796 -0.02386 -5.69539 0.07
H 7.07338 1.59999 -4.81574 0.13
C -2.90955 -3.06756 -2.48514 -0.07
C -3.32370 -1.60706 -2.09265 -0.04
C -4.72058 -1.33190 -2.13769 -0.01
C -5.72049 -2.23840 -2.88970 -0.08
C -5.34472 -3.64746 -3.16382 0.02
C -3.91067 -3.94353 -2.98310 -0.12
N -7.03949 -1.68910 -3.21850 -0.33
O -7.38391 -0.55229 -2.73440 0.03
O -7.83878 -2.40018 -3.82968 0.05
H -1.70348 -3.06362 -2.42808 0.13
H -2.55672 -0.71738 -1.79044 0.12
H -5.16692 -0.40611 -1.77387 0.07
H -6.07226 -4.34817 -3.48581 0.08
H -3.45062 -5.12140 -3.10308 0.16
C 1.55144 -2.09682 2.10089 -0.09
C 1.25553 -3.03743 3.31448 0.01
C 2.32888 -3.02484 4.36628 0.02
C 3.73933 -2.38071 4.07993 -0.11
C 3.86544 -1.50002 2.84587 0.11
C 2.62378 -1.43885 1.98308 -0.12
N 4.68415 -2.51605 5.13120 -0.39
O 4.45072 -2.81786 6.30438 0.05
O 5.83642 -2.22565 4.81275 0.05
H 0.81933 -1.92180 1.32133 0.08
H 0.50579 -3.71683 3.67686 0.06
H 2.35221 -3.70466 5.33208 0.12
H 4.87015 -1.01428 2.74833 0.11
H 2.68780 -0.81765 1.16657 0.07
C 1.03682 4.42253 -0.43661 -0.42
O 1.79659 5.20149 0.01603 0.03
N 0.16607 4.71400 -1.37141 -0.17
C -0.67556 3.57334 -1.86631 0.00
C 0.16187 6.02668 -1.98023 -0.06
H 1.05232 3.37362 0.04460 0.15
H -1.65327 3.89953 -2.49047 0.16
H -1.08594 3.14818 -1.03493 0.02
H -0.03415 2.90602 -2.14840 -0.01
H -0.05360 6.76981 -1.33741 0.02
H -0.40950 6.00974 -3.03643 0.13
H 1.37530 6.35368 -2.09173 0.14
C -5.20307 2.38428 -0.88532 -0.32
O -6.41361 2.67570 -0.86482 0.00
N -4.57049 1.65304 0.05419 -0.12
C -3.07869 1.54672 0.16818 -0.03
C -5.42869 0.71859 0.81354 -0.03
H -4.54282 2.57636 -1.55595 0.07
H -2.57524 1.27784 -0.88436 0.10
H -2.69841 0.65058 0.76477 0.09
H -2.50234 2.26097 0.54361 0.01
H -5.09903 0.39801 1.70897 0.04
H -5.67523 -0.07158 0.24536 0.02
H -6.40190 1.29293 1.08342 0.13
C 0.60139 -3.57589 -4.69209 -0.38
O 0.19763 -4.36025 -5.52239 0.00
N 1.01494 -4.09141 -3.54494 -0.15
C 1.29901 -3.05689 -2.42850 -0.01
C 0.71451 -5.44591 -3.09815 -0.05
H 0.67367 -2.42324 -4.80687 0.14
H 0.60906 -2.22057 -2.48536 0.06
H 2.36885 -2.65308 -2.58873 0.11
H 1.40699 -3.54271 -1.56728 0.01
H 1.48788 -5.95539 -3.59964 0.08
H -0.12073 -5.81789 -3.45324 0.02
H 0.62113 -5.83583 -2.02965 0.12
```

Summary:
LUMO energy in eV: -0.1
Charge: -1
F_max in eV/A: 9.370
ΔE to the lowest compared entry with this formula, charge and spin in kJ/mol: 0.0

---

A molecular structure, C46H53CdClIN7O5PS2, computed with ωB97M-V/def2-TZVPD.

Structure (XYZ):
```
117
Properties=species:S:1:pos:R:3:lowdin_charge:R:1
Cd 0.92935 0.62315 -0.57368 1.22
C -0.76093 -2.98610 -4.85978 -0.10
C -1.87571 -2.42919 -4.24943 -0.09
C -1.75702 -1.26464 -3.50715 -0.06
C -0.51904 -0.63491 -3.37628 -0.32
C 0.59984 -1.20912 -3.97277 -0.05
C 0.47516 -2.37431 -4.71238 -0.08
N -0.36685 0.52609 -2.58826 0.01
C -1.10034 1.57974 -2.82386 -0.24
C -1.94053 1.74393 -3.99673 -0.02
C -2.62036 2.88921 -4.21897 -0.08
C -2.56810 4.00151 -3.31420 -0.11
C -1.80542 3.91314 -2.20388 -0.04
C -1.06738 2.72308 -1.91602 -0.24
N -0.30689 2.59236 -0.83273 -0.05
N -0.22845 3.53968 0.02907 0.04
C 0.72964 3.30490 1.00448 -0.38
C 0.68167 4.08547 2.16766 -0.03
C 1.60298 3.85454 3.16245 -0.07
C 2.56937 2.86364 2.98928 -0.06
C 2.56494 2.15912 1.80487 -0.14
N 1.67983 2.38104 0.82557 0.01
H -0.84876 -3.90878 -5.41834 0.10
H -2.84032 -2.91570 -4.32743 0.10
H -2.62048 -0.84556 -3.00367 0.12
H 1.56679 -0.74766 -3.82718 0.10
H 1.35697 -2.82244 -5.15102 0.10
H -1.98402 0.93297 -4.70886 0.10
H -3.21512 2.97968 -5.12056 0.10
H -3.12492 4.90128 -3.53836 0.09
H -1.72240 4.72973 -1.50028 0.10
H -0.09457 4.83329 2.25562 0.11
H 1.57308 4.43445 4.07696 0.11
H 3.30253 2.64127 3.75072 0.11
H 3.28572 1.36950 1.62252 0.10
I -5.79659 -5.13192 0.54547 0.82
C -3.84050 -4.54765 0.09359 -0.73
C -2.93245 -5.49201 -0.36322 -0.14
C -1.63599 -5.09559 -0.65254 0.00
C -1.25087 -3.77374 -0.47768 -0.12
C -2.16859 -2.84206 -0.00897 -0.03
C -3.47167 -3.22361 0.27217 -0.15
C 0.16150 -3.39875 -0.81520 -0.58
O 0.93875 -4.13250 -1.35578 0.09
O 0.41337 -2.14698 -0.41400 -0.57
H -3.22997 -6.52435 -0.48558 0.09
H -0.89993 -5.80442 -1.00822 0.13
H -1.85726 -1.81591 0.13850 0.11
H -4.18537 -2.50051 0.64374 0.09
C 1.90395 -2.97584 5.77829 -0.10
C 3.34796 -2.51145 5.61904 -0.52
C 3.44979 -0.98730 5.57084 -0.08
O 4.01964 -3.10594 4.52316 -0.38
P 3.37915 -3.01933 2.94317 0.37
S 2.22563 -4.63191 2.69523 0.11
S 2.02952 -1.55220 -0.56468 0.49
O 4.82129 -3.45632 2.22136 -0.39
C 5.86240 -2.52042 1.99177 -0.51
C 5.38361 -1.11207 1.64535 -0.10
C 6.83561 -2.49930 3.16470 -0.07
H 1.51040 -2.62388 6.74038 0.07
H 1.85512 -4.06249 5.73680 0.06
H 1.26294 -2.58398 4.97884 0.04
H 3.90131 -2.85848 6.50130 0.13
H 2.87405 -0.59461 4.72574 0.03
H 4.49293 -0.68734 5.45625 0.06
H 3.05574 -0.54322 6.49001 0.07
H 6.39178 -2.91007 1.11420 0.13
H 4.92510 -0.62704 2.50911 0.05
H 4.64211 -1.14748 0.84535 0.04
H 6.23898 -0.51389 1.31749 0.07
H 6.34135 -2.11051 4.05493 0.06
H 7.70569 -1.87840 2.93015 0.07
H 7.17092 -3.51271 3.38603 0.08
C -2.36509 1.96201 7.36383 -0.04
C -1.72260 0.57233 7.27406 -0.52
C -2.48570 -0.36612 8.21915 -0.05
C -0.27490 0.64776 7.77748 -0.04
C -1.75539 0.02268 5.80578 -0.43
O -0.95892 -1.14009 5.71948 -0.01
C -3.19438 -0.28474 5.33711 -0.10
C -3.30943 -1.03778 3.99699 -0.12
C -2.85866 -2.48082 4.04533 -0.24
C -1.69108 -2.89780 3.41355 -0.03
C -1.24162 -4.20571 3.51312 -0.09
C -1.99303 -5.11621 4.23856 -0.66
Cl -1.45605 -6.76434 4.37162 0.65
C -3.16879 -4.73638 4.86513 -0.11
C -3.59114 -3.41821 4.76736 -0.05
C -1.07856 1.06844 4.87296 -0.04
N -0.43265 0.52510 3.70099 -0.09
C -0.78840 0.69935 2.42030 -0.18
N 0.00538 0.00248 1.63858 0.01
C 0.87279 -0.59769 2.52002 -0.25
N 0.65366 -0.27462 3.77091 0.15
H -2.38388 2.28714 8.40629 0.09
H -3.39530 1.96051 7.00355 0.08
H -1.80604 2.71350 6.80310 0.08
H -2.27291 -0.08699 9.25247 0.09
H -2.17888 -1.40831 8.10289 0.09
H -3.56565 -0.30804 8.08139 0.08
H -0.27091 1.02173 8.80334 0.09
H 0.35306 1.31372 7.18535 0.08
H 0.19606 -0.33542 7.76178 0.08
H -1.40659 -1.87483 6.15335 0.11
H -3.75753 0.65018 5.27544 0.11
H -3.68970 -0.89337 6.09580 0.10
H -2.74752 -0.52144 3.22205 0.09
H -4.35674 -1.00680 3.68312 0.12
H -1.08684 -2.18294 2.86725 0.10
H -0.30780 -4.50512 3.05259 0.00
H -3.74280 -5.46535 5.42076 0.10
H -4.51165 -3.12122 5.25987 0.11
H -0.33684 1.63920 5.42457 0.11
H -1.82168 1.77254 4.49618 0.14
H -1.60361 1.33212 2.10417 0.14
H 1.68561 -1.25545 2.22446 0.00
```

Summary:
LUMO energy (spin up / spin down) in eV: 0.6 / 0.6
Charge: -1
F_max in eV/A: 0.463
ΔE to the lowest compared entry with this formula, charge and spin in kJ/mol: 294.5

---

A molecular structure, C46H55BiF4N6 at a distorted geometry, computed with ωB97M-V/def2-TZVPD.

Structure (XYZ):
```
112
Properties=species:S:1:pos:R:3:lowdin_charge:R:1
Bi -0.34104 -0.30731 -0.01588 1.99
C 2.47426 -4.47971 -4.40038 -0.08
C 1.24586 -4.61121 -3.49948 -0.19
C 1.34876 -3.82771 -2.23038 -0.13
C 1.55516 -4.27451 -0.95688 -0.13
C 1.69586 -5.67641 -0.46768 -0.19
C 0.36026 -6.16591 0.10522 -0.08
C 1.45236 -3.11301 -0.09048 -0.25
N 1.20096 -2.01571 -0.83148 -0.03
C 1.14296 -2.39581 -2.12218 -0.27
C 0.93946 -1.51301 -3.17268 0.03
C 0.72146 -0.14651 -3.07678 -0.24
C 0.83136 0.76409 -4.18658 -0.13
C 1.22966 0.36309 -5.56688 -0.19
C 2.74286 0.15209 -5.65198 -0.08
C 0.61626 2.02309 -3.69378 -0.12
C 0.35806 1.87459 -2.28548 -0.25
C 0.12946 2.91739 -1.39998 0.05
C 0.12386 2.84679 -0.01788 -0.23
N 0.27736 1.71749 0.72282 -0.04
C 0.35656 2.08389 2.03182 -0.23
C 0.61186 1.23609 3.09712 0.05
C 0.95846 -0.10641 3.02252 -0.24
N 1.02306 -0.81541 1.87552 -0.05
C 1.43556 -2.07031 2.17722 -0.24
C 1.58746 -3.12661 1.29082 0.05
C 1.66646 -2.16521 3.60412 -0.13
C 1.36126 -0.94391 4.13202 -0.13
C 1.36096 -0.53411 5.56472 -0.19
C -0.03404 -0.71671 6.17312 -0.07
C 2.18666 -3.36701 4.31982 -0.19
C 3.70736 -3.47501 4.19262 -0.08
C 0.23226 3.52029 2.13042 -0.11
C 0.08896 3.99119 0.85502 -0.11
C -0.04934 5.40269 0.38722 -0.18
C -1.49814 5.75179 0.04352 -0.07
C 0.31846 4.31559 3.39162 -0.18
C -1.03084 4.41269 4.10452 -0.07
N 0.42696 0.56069 -1.94968 -0.05
C 0.74836 3.32769 -4.40768 -0.18
C 2.10216 3.96909 -4.09258 -0.08
H 2.33116 -5.05441 -5.31108 0.07
H 3.36236 -4.85471 -3.89998 0.08
H 2.64856 -3.44241 -4.66568 0.06
H 1.09306 -5.66411 -3.25288 0.11
H 0.36406 -4.26701 -4.04738 0.11
H 2.46606 -5.73881 0.30602 0.11
H 1.99696 -6.32821 -1.28998 0.11
H 0.04346 -5.53301 0.93332 0.07
H 0.45146 -7.19221 0.45722 0.07
H -0.41284 -6.12701 -0.66128 0.08
H 1.00636 -1.91631 -4.17078 0.11
H 0.93476 1.13839 -6.27538 0.11
H 0.71216 -0.55741 -5.84628 0.11
H 3.26166 1.08669 -5.45698 0.07
H 3.02116 -0.19981 -6.64258 0.07
H 3.06806 -0.57531 -4.91098 0.07
H 0.01576 3.89809 -1.83218 0.11
H 0.58876 1.67529 4.08282 0.11
H 1.85406 -4.07731 1.72962 0.10
H 1.66096 0.51279 5.64972 0.11
H 2.08376 -1.13351 6.12202 0.11
H -0.77924 -0.18401 5.58582 0.06
H -0.05124 -0.33151 7.19122 0.07
H -0.30524 -1.77141 6.19332 0.08
H 1.72426 -4.27401 3.92372 0.11
H 1.91896 -3.29831 5.37532 0.11
H 4.00146 -3.58041 3.15232 0.07
H 4.07466 -4.33481 4.74772 0.07
H 4.18156 -2.57991 4.58662 0.08
H 0.57436 5.55499 -0.49658 0.11
H 0.30766 6.08409 1.16062 0.10
H -1.88764 5.07709 -0.71358 0.07
H -1.56204 6.77019 -0.33308 0.07
H -2.12804 5.67299 0.92622 0.07
H 0.67246 5.32299 3.15912 0.11
H 1.04956 3.85509 4.05872 0.11
H -1.76364 4.89519 3.46202 0.07
H -0.93384 4.99239 5.01942 0.08
H -1.39194 3.42219 4.36002 0.05
H -0.05484 4.00709 -4.11268 0.11
H 0.66746 3.17049 -5.48478 0.10
H 2.20886 4.12029 -3.02158 0.07
H 2.19686 4.92749 -4.59608 0.07
H 2.91036 3.32229 -4.42318 0.07
C -2.99574 -2.53761 -0.49628 -0.11
N -2.58804 -1.53521 -1.45958 -0.34
C -2.25364 -2.15041 -2.72518 -0.10
C -3.57024 -0.46521 -1.61318 -0.19
C -2.93514 0.92409 -1.43248 -0.23
N -2.37574 1.00309 -0.11618 -0.14
C -2.92924 1.64919 0.89822 -0.21
C -2.70114 1.19339 2.22652 -0.16
F -2.02564 0.02019 2.40652 0.02
C -3.19004 1.82879 3.34322 -0.24
F -2.90174 1.31869 4.56432 0.07
C -3.98494 2.96099 3.25662 0.03
C -4.24974 3.42749 1.97892 -0.23
F -5.01004 4.53419 1.83792 0.08
C -3.74234 2.81719 0.85082 -0.14
F -4.03574 3.38759 -0.35038 0.05
H -3.91884 -3.05731 -0.79988 0.09
H -3.15614 -2.07191 0.47412 0.08
H -2.20034 -3.27581 -0.40048 0.08
H -3.12384 -2.64381 -3.18548 0.09
H -1.47724 -2.89891 -2.57288 0.07
H -1.87164 -1.39311 -3.40598 0.08
H -4.35524 -0.57071 -0.85798 0.12
H -4.04374 -0.51021 -2.60108 0.12
H -3.70784 1.67019 -1.63038 0.11
H -2.13504 1.05379 -2.16568 0.09
H -4.36944 3.44829 4.13332 0.13
```

Summary:
LUMO energy in eV: -1.1
Charge: 0
F_max in eV/A: 1.112

---

Q: charge of number 1 (C46H52N9O18)?
A: -1